Here is C19H22N2O5S2 in the gas phase from the Open Molecules 2025 dataset. Energies are from ωB97M-V with the def2-TZVPD basis set.

Computed properties:
Structure (SMILES) ... CCN(C(=O)CCN1C(=O)S/C(=C\c2ccccc2)C1=O)[C@H]1CCS(=O)(=O)C1
Largest force on an atom ... 1.09 eV/A
E_tot ... -2019.34952 hartree
HOMO-LUMO gap ... 0.296 Eh
Energy relative to the best compared isomer or geometry (same formula, charge and spin) ... 0.0 kcal per mole

Last columns: bonded neighbours and bond lengths (Å).
Element x y z (Å)
1 C -4.215 -2.561 0.432  H2 1.087, H3 1.087, H4 1.086, C5 1.530
2 H -3.715 -3.279 1.077  C1 1.087
3 H -4.962 -3.086 -0.158  C1 1.087
4 H -4.720 -1.839 1.067  C1 1.086
5 C -3.221 -1.865 -0.500  C1 1.530, N6 1.450, H49 1.092, H50 1.091
6 N -2.182 -1.155 0.220  C5 1.450, C7 1.354, C35 1.456
7 C -1.074 -1.738 0.735  N6 1.354, O8 1.220, C9 1.522
8 O -0.231 -1.099 1.343  C7 1.220
9 C -0.832 -3.219 0.479  C7 1.522, C10 1.539, H33 1.092, H34 1.085
10 C 0.148 -3.347 -0.701  C9 1.539, N11 1.447, H31 1.092, H32 1.093
11 N 1.317 -2.526 -0.472  C10 1.447, C12 1.370, C29 1.378
12 C 2.298 -2.942 0.389  N11 1.370, O13 1.196, S14 1.780
13 O 2.394 -4.030 0.877  C12 1.196
14 S 3.452 -1.610 0.642  C12 1.780, C15 1.751
15 C 2.514 -0.515 -0.350  S14 1.751, C16 1.348, C29 1.467
16 C 2.705 0.793 -0.620  C15 1.348, C17 1.440, H28 1.086
17 C 3.740 1.700 -0.199  C16 1.440, C18 1.399, C22 1.402
18 C 4.842 1.313 0.571  C17 1.399, C19 1.381, H27 1.078
19 C 5.797 2.239 0.942  C18 1.381, C20 1.386, H26 1.080
20 C 5.677 3.565 0.557  C19 1.386, C21 1.387, H25 1.080
21 C 4.592 3.964 -0.208  C20 1.387, C22 1.379, H24 1.080
22 C 3.636 3.044 -0.584  C17 1.402, C21 1.379, H23 1.081
23 H 2.791 3.358 -1.180  C22 1.081
24 H 4.495 4.996 -0.511  C21 1.080
25 H 6.426 4.285 0.851  C20 1.080
26 H 6.642 1.925 1.537  C19 1.080
27 H 4.951 0.285 0.875  C18 1.078
28 H 1.940 1.223 -1.259  C16 1.086
29 C 1.344 -1.214 -0.894  N11 1.378, C15 1.467, O30 1.213
30 O 0.516 -0.739 -1.641  C29 1.213
31 H 0.471 -4.385 -0.809  C10 1.092
32 H -0.307 -2.992 -1.629  C10 1.093
33 H -0.346 -3.622 1.370  C9 1.092
34 H -1.729 -3.793 0.274  C9 1.085
35 C -2.281 0.292 0.345  N6 1.456, C36 1.517, C43 1.539, H48 1.097
36 C -3.595 0.812 0.895  C35 1.517, H37 1.084, H38 1.085, S39 1.835
37 H -3.677 0.748 1.974  C36 1.084
38 H -4.469 0.388 0.410  C36 1.085
39 S -3.556 2.581 0.407  C36 1.835, O40 1.438, O41 1.435, C42 1.828
40 O -4.732 2.870 -0.368  S39 1.438
41 O -3.295 3.415 1.546  S39 1.435
42 C -2.095 2.490 -0.687  S39 1.828, C43 1.509, H46 1.084, H47 1.086
43 C -2.038 1.013 -0.993  C35 1.539, C42 1.509, H44 1.092, H45 1.091
44 H -2.828 0.764 -1.705  C43 1.092
45 H -1.081 0.700 -1.412  C43 1.091
46 H -2.267 3.116 -1.555  C42 1.084
47 H -1.241 2.839 -0.116  C42 1.086
48 H -1.473 0.574 1.032  C35 1.097
49 H -2.770 -2.592 -1.180  C5 1.092
50 H -3.756 -1.142 -1.116  C5 1.091